The following is a quantum chemistry calculation of a structure of composition C25H15Cl5CrN5O2Si, from OMol25.

Geometry as XYZ:
```
54
Properties=species:S:1:pos:R:3:forces:R:3:lowdin_spin:R:1
Cr -0.3595 0.7402 0.6837 0.02 -0.02 -0.01 2.91
Cl 6.1244 -0.0382 2.3169 0.00 0.00 0.00 0.00
C 4.4789 0.5318 2.3227 0.00 0.00 0.00 0.00
C 3.7030 0.3073 1.1926 -0.01 0.00 0.00 0.00
C 2.3844 0.7519 1.1527 0.03 -0.01 0.01 0.01
N 1.5326 0.5936 0.0571 -0.07 0.04 -0.01 0.02
C 1.7253 -0.6826 -0.5718 0.07 -0.03 0.01 0.13
O 2.4339 -0.8551 -1.5785 -0.04 -0.01 0.01 0.17
C 0.9960 -1.7049 0.1084 -0.01 0.00 -0.01 0.18
C 1.1509 -3.0906 -0.1302 0.00 -0.01 0.00 0.04
C 0.4799 -3.9926 0.6398 0.00 0.00 0.00 0.09
C -0.3769 -3.5216 1.6752 0.00 0.00 0.00 0.13
C -0.5429 -2.1676 1.8216 0.01 0.00 -0.01 0.02
N 0.0808 -1.2541 1.0626 -0.01 0.00 0.01 0.17
C 1.8606 1.3954 2.2944 -0.01 0.00 0.00 0.01
C 2.6403 1.6332 3.4064 0.00 -0.01 0.00 0.00
C 3.9626 1.1979 3.4208 0.00 0.00 0.00 0.00
Cl 4.9241 1.4949 4.8409 0.00 0.00 0.00 0.00
N 0.5118 1.7741 2.1215 0.01 0.01 -0.02 0.00
C 0.1486 3.0500 2.3517 -0.01 -0.02 0.01 0.01
O 0.5984 3.8434 3.1666 0.01 0.01 0.00 0.03
C -0.8542 3.5261 1.3231 0.00 0.00 -0.01 0.01
C -1.4216 4.7845 1.3880 0.00 -0.01 0.00 0.00
C -2.2065 5.2127 0.3322 0.00 0.00 0.00 0.01
C -2.3912 4.3716 -0.7542 0.00 0.00 0.00 0.00
C -1.8062 3.1198 -0.7344 0.00 0.00 0.00 0.01
N -1.0500 2.7063 0.2815 0.01 -0.01 0.00 0.00
H 4.1310 -0.1938 0.3349 0.00 0.00 0.00 0.00
H 1.8411 -3.3951 -0.9066 0.01 0.00 0.00 0.00
H 0.6115 -5.0559 0.4809 0.00 0.00 0.00 0.00
H -0.9113 -4.1999 2.3240 0.00 0.00 0.00 0.01
H -1.2119 -1.7802 2.5802 -0.01 0.00 0.00 0.00
H 2.2244 2.1419 4.2628 0.00 0.00 0.00 0.00
H -1.2134 5.3923 2.2568 0.00 0.00 0.00 0.00
H -2.6673 6.1920 0.3516 0.00 0.00 0.00 0.00
H -2.9934 4.6670 -1.6017 0.00 0.00 0.00 0.00
H -1.9461 2.4167 -1.5442 0.00 0.00 0.00 0.00
N -1.0897 0.0288 -1.1884 0.04 0.01 0.08 0.02
C -1.0781 -0.7415 -2.0354 -0.15 0.12 -0.12 0.02
C -1.0402 -1.6898 -3.1050 0.10 -0.07 0.07 0.00
C -2.2239 -2.1198 -3.7005 0.01 0.00 0.00 0.00
C -2.1560 -3.0519 -4.7204 -0.01 0.00 0.00 0.00
C -0.9220 -3.5463 -5.1259 0.00 0.00 -0.01 0.00
C 0.2491 -3.1178 -4.5161 0.01 0.00 0.01 0.00
C 0.2056 -2.1823 -3.4945 -0.02 -0.01 0.01 0.00
H -3.1733 -1.7329 -3.3556 0.00 0.00 0.00 0.00
H -3.0645 -3.3991 -5.1939 0.00 0.00 0.00 0.00
H -0.8756 -4.2788 -5.9220 0.00 0.00 0.00 0.00
H 1.2042 -3.5158 -4.8318 0.00 0.00 0.00 0.00
H 1.1032 -1.8381 -2.9846 0.00 0.02 -0.02 0.00
Cl -3.0011 0.0002 3.6905 0.00 -0.01 0.00 -0.01
Si -2.7580 0.4203 1.6368 0.01 0.01 -0.02 0.00
Cl -3.8287 -1.1666 0.7188 -0.01 -0.01 0.00 -0.01
Cl -4.1433 2.0191 1.3980 -0.01 -0.01 0.01 0.00
```
Positions in Å, forces in eV/Å.

## Properties
* spin multiplicity: 5
* total charge: -1
* LUMO energy (alpha / beta): 0.0688 / 0.0668 hartree
* ⟨S²⟩: 6.052